Density functional theory data (ωB97M-V/def2-TZVPD) for a cluster of 12 separate species, H24O12 in total in a non-equilibrium geometry.

Positions of all 36 atoms, in Å:
1 H 0.1726 0.6239 -0.1868
2 H -0.9691 0.6606 0.8159
3 H 2.9449 -1.1796 -2.8557
4 H 3.7682 -1.3676 -4.1194
5 H -2.2650 0.9183 -2.0561
6 H -2.3862 1.7364 -0.7809
7 H -3.8971 1.0787 1.5670
8 H -3.3847 0.1314 2.6395
9 H -0.8525 -2.1619 -1.2589
10 H 0.0774 -1.4455 -0.2935
11 H -2.7618 -2.9976 -1.8970
12 H -3.3075 -4.3308 -2.3818
13 H 2.5416 -2.9225 -2.1709
14 H 2.0715 -1.8617 -1.1893
15 H -0.1932 3.3716 -1.1431
16 H 0.5290 2.5601 -0.0802
17 H -0.8380 2.3372 2.6281
18 H 0.6167 1.9704 2.8717
19 H 2.7742 3.7695 -0.0535
20 H 2.2173 3.0453 1.1611
21 H -1.7878 -2.5782 1.5562
22 H -0.7839 -3.5118 0.9000
23 H 3.2909 1.6381 3.8074
24 H 2.2574 0.8455 3.0239
25 O -0.7721 0.4517 -0.1042
26 O 3.1635 -0.7513 -3.6911
27 O -2.3931 0.8287 -1.1050
28 O -3.3883 0.2687 1.6855
29 O -0.8399 -1.7208 -0.4020
30 O -3.5870 -3.4525 -2.0998
31 O 2.0564 -2.8127 -1.3454
32 O 0.5111 2.7235 -1.0299
33 O 0.0392 2.4060 2.2347
34 O 3.0164 3.4705 0.8302
35 O -0.8486 -2.6664 1.3585
36 O 3.2076 0.9244 3.1650

Forces on atoms 1 to 6 (eV/Å):
H 0.33 0.12 0.22
H -0.02 -0.17 0.17
H 0.08 0.29 -0.18
H 0.01 0.12 -0.05
H -0.13 0.01 -0.04
H 0.10 -0.21 -0.18

Summary:
- ΔE to the lowest compared entry with this formula, charge and spin (kcal/mol) = 173.93
- LUMO (eV) = -0.31
- E_HOMO (Eh) = -0.296
- orbital gap (eV) = 7.76
- electronic energy (a.u.) = -917.0482
- F_max (Eh/bohr) = 0.1075

Density functional theory data (ωB97M-V/def2-TZVPD) for a structure of composition C27H17N5O5Pt.

Positions of all 55 atoms, in Å:
1 Pt -2.7847 2.4881 1.9909
2 O 0.6057 4.3778 1.0993
3 C -0.4486 3.9709 1.5257
4 O -0.7890 2.7099 1.6547
5 C -1.5253 4.9591 1.9860
6 C -1.4014 6.3155 2.2065
7 C -2.5166 7.0167 2.6611
8 C -3.7301 6.3701 2.8751
9 C -3.7975 5.0119 2.6306
10 N -2.7057 4.3848 2.2113
11 C -4.9965 4.0677 2.7829
12 O -6.0491 4.5070 3.1859
13 O -4.7576 2.8336 2.4287
14 H -0.4494 6.7916 2.0189
15 H -2.4360 8.0780 2.8553
16 H -4.6147 6.8821 3.2262
17 C 6.3735 -6.4920 -2.7688
18 O 5.7261 -5.4897 -3.5313
19 C 4.7488 -4.7710 -2.9270
20 C 4.0883 -3.8420 -3.7337
21 C 3.0760 -3.0692 -3.2142
22 C 2.6939 -3.1983 -1.8752
23 C 3.3639 -4.1173 -1.0810
24 C 4.3886 -4.9043 -1.5915
25 C 1.6039 -2.3619 -1.3677
26 N 0.9468 -1.4740 -2.0762
27 C 0.0332 -0.9270 -1.2133
28 C 0.1332 -1.4966 0.0318
29 N 1.1415 -2.4254 -0.0797
30 C -0.6944 -1.1390 1.1386
31 C -0.6631 -1.7535 2.3951
32 C -1.5198 -1.3228 3.3770
33 C -2.3547 -0.2420 3.1083
34 N -2.3779 0.3753 1.9357
35 C -1.6024 -0.0839 0.9258
36 C -1.7383 0.5182 -0.3988
37 N -2.7024 1.4325 -0.5418
38 C -2.9228 1.9489 -1.7309
39 C -2.1669 1.6027 -2.8580
40 C -1.1673 0.6701 -2.7261
41 C -0.9422 0.0900 -1.4729
42 H 7.0608 -6.9893 -3.4467
43 H 5.6555 -7.2190 -2.3814
44 H 6.9364 -6.0572 -1.9389
45 H 4.3924 -3.7470 -4.7672
46 H 2.5587 -2.3505 -3.8343
47 H 3.1043 -4.2452 -0.0367
48 H 4.8936 -5.6030 -0.9417
49 H 1.5316 -2.9816 0.6588
50 H 0.0229 -2.5689 2.5893
51 H -1.5415 -1.7847 4.3531
52 H -3.0173 0.1570 3.8644
53 H -3.7251 2.6750 -1.8010
54 H -2.3803 2.0607 -3.8141
55 H -0.5608 0.3614 -3.5671

Forces on atoms 1 to 6 (eV/Å):
Pt 0.44 -0.59 0.11
O 0.06 0.08 0.10
C -0.07 -0.14 0.08
O -0.06 0.31 -0.21
C -0.02 -0.08 0.00
C 0.03 0.02 -0.07

Summary:
- ΔE to the lowest compared entry with this formula, charge and spin (kcal/mol) = 0.00
- LUMO (eV) = -0.48
- E_HOMO (Eh) = -0.295
- orbital gap (eV) = 7.56
- electronic energy (a.u.) = -1808.5140
- F_max (Eh/bohr) = 0.0145

Density functional theory data (ωB97M-V/def2-TZVPD) for a cluster of 2 separate species, C4H8O2 in total in a non-equilibrium geometry.

Positions of all 14 atoms, in Å:
1 C -1.0386 -1.8260 -0.1678
2 C -1.4073 -1.2228 0.9635
3 O -1.5034 0.1270 1.2313
4 H -1.2073 -2.8832 -0.2574
5 H -0.3567 -1.3286 -0.8398
6 H -1.5272 -1.7619 1.8855
7 H -1.3823 0.2145 2.1904
8 C 1.0629 1.8369 -1.5617
9 C 1.7289 0.8690 -0.8793
10 O 1.2519 0.2174 0.2013
11 H 1.7248 2.5572 -2.0103
12 H -0.0142 1.8916 -1.4898
13 H 2.5582 0.4833 -1.4799
14 H 0.2838 0.2742 0.1628

Forces on atoms 1 to 6 (eV/Å):
C 0.27 0.85 0.88
C 0.08 -0.38 0.46
O 0.84 -0.21 -0.36
H 0.33 -0.22 0.12
H -0.72 0.12 -0.80
H -0.93 -0.75 0.01

Summary:
- ΔE to the lowest compared entry with this formula, charge and spin (kcal/mol) = 86.77
- LUMO (eV) = 0.66
- E_HOMO (Eh) = -0.315
- orbital gap (eV) = 9.23
- electronic energy (a.u.) = -307.5742
- F_max (Eh/bohr) = 0.0438

Density functional theory data (ωB97M-V/def2-TZVPD) for a structure of composition C35H62I2N4O8 in a non-equilibrium geometry.

Positions of all 111 atoms, in Å:
1 C 2.3776 2.4390 1.0589
2 C 2.3065 2.6459 2.5695
3 I 3.0905 4.6034 3.0543
4 C 0.8987 2.4529 3.1835
5 I -0.3220 4.1104 2.5793
6 C 0.2356 1.1303 2.7201
7 C 0.9537 -0.2369 3.1772
8 N 2.1512 -0.0338 3.9857
9 C 1.2141 -1.1983 2.0063
10 C 1.0852 -2.6907 2.3694
11 C 2.1343 -3.5375 1.6406
12 C 3.5195 -3.5516 2.3256
13 O 3.5090 -3.2358 3.7181
14 O 0.0522 -0.8496 4.1398
15 C -0.8843 0.0495 4.5087
16 O -1.3089 0.1562 5.6059
17 C -1.2061 0.8364 3.2522
18 C -1.9905 -0.0744 2.2986
19 C -3.3024 -0.6503 2.8815
20 C -3.2196 -2.1254 3.3283
21 C -3.1785 -2.3587 4.8443
22 O -1.9166 -2.9753 5.1919
23 C -1.4639 -2.7231 6.4401
24 O -2.1245 -2.8026 7.4227
25 O -2.0338 1.9401 3.6962
26 C -2.8511 2.4455 2.8347
27 N -3.6023 2.8564 2.0804
28 H 1.4840 2.8384 0.5678
29 H 2.4562 1.3722 0.8103
30 H 3.2389 2.9513 0.6266
31 H 3.0080 2.0256 3.1067
32 H 0.9970 2.4741 4.2702
33 H 0.1783 1.1547 1.6286
34 H 2.2746 -0.8782 4.5426
35 H 2.9669 0.0060 3.3836
36 H 2.2154 -0.9854 1.6140
37 H 0.5218 -0.9799 1.1856
38 H 0.0921 -3.0417 2.0659
39 H 1.1458 -2.8299 3.4491
40 H 2.2801 -3.1266 0.6323
41 H 1.7583 -4.5587 1.5145
42 H 3.9879 -4.5338 2.1809
43 H 4.1775 -2.8083 1.8655
44 H 2.9845 -3.8990 4.1826
45 H -2.1976 0.4872 1.3785
46 H -1.3389 -0.9012 2.0089
47 H -3.6557 -0.0294 3.7135
48 H -4.0559 -0.5660 2.0934
49 H -2.3548 -2.6236 2.8778
50 H -4.1116 -2.6352 2.9489
51 H -3.9898 -3.0224 5.1585
52 H -3.2802 -1.4268 5.4080
53 H -0.3984 -2.4523 6.4390
54 C 4.8199 -5.5370 -3.2000
55 C 3.8637 -4.3566 -3.0007
56 C 3.3154 -3.8634 -4.3437
57 C 4.3545 -3.1180 -5.1784
58 C 4.9640 -1.9633 -4.3843
59 C 5.5517 -2.3931 -3.0348
60 N 4.5288 -3.2079 -2.2939
61 O 3.7002 -2.4843 -1.6351
62 C 6.8617 -3.1678 -3.2371
63 C 5.8817 -1.1682 -2.1885
64 C 2.7293 -4.8489 -2.1137
65 H 4.2513 -6.3794 -3.5953
66 H 5.6246 -5.3434 -3.8999
67 H 5.2585 -5.8400 -2.2481
68 H 2.4707 -3.1945 -4.1512
69 H 2.9220 -4.7230 -4.8916
70 H 5.1342 -3.8039 -5.5199
71 H 3.8809 -2.7247 -6.0794
72 H 5.7555 -1.4778 -4.9607
73 H 4.1918 -1.2087 -4.2057
74 H 7.1364 -3.7104 -2.3317
75 H 7.6582 -2.4571 -3.4580
76 H 6.8319 -3.8691 -4.0653
77 H 5.0216 -0.5159 -2.0658
78 H 6.6739 -0.6070 -2.6862
79 H 6.2345 -1.4622 -1.1991
80 H 3.1142 -5.1103 -1.1266
81 H 2.2720 -5.7361 -2.5550
82 H 1.9584 -4.0931 -1.9902
83 C -5.8272 2.8713 -1.2411
84 C -4.4527 3.3979 -1.6700
85 C -3.9884 4.5159 -0.7350
86 C -4.7543 5.8221 -0.9308
87 C -4.6947 6.2746 -2.3892
88 C -5.1662 5.2022 -3.3796
89 N -4.4567 3.9112 -3.0803
90 O -3.3009 3.8445 -3.6301
91 C -6.6921 5.0440 -3.3194
92 C -4.8148 5.6121 -4.8059
93 C -3.4914 2.2167 -1.5863
94 H -5.7227 2.4081 -0.2592
95 H -6.5875 3.6383 -1.1482
96 H -6.1848 2.1165 -1.9437
97 H -2.9231 4.6997 -0.9119
98 H -4.0815 4.1596 0.2928
99 H -5.7920 5.7078 -0.6060
100 H -4.3212 6.5956 -0.2939
101 H -5.3035 7.1700 -2.5409
102 H -3.6630 6.5457 -2.6342
103 H -7.0048 4.1150 -3.7979
104 H -7.1522 5.8726 -3.8585
105 H -7.0943 5.0660 -2.3112
106 H -3.7557 5.8262 -4.9167
107 H -5.3798 6.5116 -5.0563
108 H -5.0809 4.8260 -5.5135
109 H -3.7671 1.4396 -2.3007
110 H -3.5513 1.8063 -0.5762
111 H -2.4648 2.5148 -1.7835

Forces on atoms 1 to 6 (eV/Å):
C -0.01 -0.07 -0.08
C -0.30 0.35 -0.17
I 0.31 -0.11 0.15
C 0.38 -0.50 0.00
I 0.02 0.34 -0.20
C -0.22 -0.11 -0.09

Summary:
- expectation value of S² = 2.008
- spin multiplicity = 3
- LUMO (alpha / beta) (eV) = 0.19 / 0.12
- E_HOMO (alpha / beta) (Eh) = -0.288 / -0.322
- orbital gap (alpha / beta) (eV) = 8.02 / 8.87
- electronic energy (a.u.) = -2786.9960
- F_max (Eh/bohr) = 0.0295

Density functional theory data (ωB97M-V/def2-TZVPD) for the molecule C5H11N2O2P in a non-equilibrium geometry.

Positions of all 21 atoms, in Å:
1 C 1.0616 0.8127 -1.1159
2 C -1.4046 -1.6137 0.4530
3 C -0.5217 -1.2001 -0.6944
4 C -2.4767 -0.5439 0.6212
5 C 0.5704 -0.1737 -0.3689
6 N 4.3601 1.7000 0.6720
7 N -1.9267 0.7244 1.2018
8 O 2.1677 1.4709 -0.6348
9 O 0.6222 1.3251 -2.2771
10 P 3.3023 0.6467 0.3361
11 H -0.7395 -1.7447 1.2879
12 H -2.0234 -2.4986 0.3383
13 H -0.1278 -2.0516 -1.1877
14 H -1.1489 -0.6357 -1.4794
15 H -3.0844 -1.0340 1.3705
16 H -3.1332 -0.2181 -0.2771
17 H 0.7989 -0.1791 0.6299
18 H 5.0602 1.7927 1.3914
19 H -1.3750 1.0304 0.4638
20 H 1.2169 2.0029 -2.6104
21 H -1.1984 0.3874 1.8800

Forces on atoms 1 to 6 (eV/Å):
C 0.83 0.08 0.93
C -0.75 1.14 -1.65
C -0.64 2.20 -2.32
C -0.49 0.93 1.39
C -2.16 -1.24 -1.94
N -1.08 0.08 -0.13

Summary:
- ΔE to the lowest compared entry with this formula, charge and spin (kcal/mol) = 24.71
- LUMO (eV) = -0.16
- E_HOMO (Eh) = -0.310
- orbital gap (eV) = 8.29
- electronic energy (a.u.) = -798.3948
- F_max (Eh/bohr) = 0.0634

Density functional theory data (ωB97M-V/def2-TZVPD) for a cluster of 3 separate species, C3H12O4 in total in a non-equilibrium geometry.

Positions of all 19 atoms, in Å:
1 C 0.3150 1.6451 -0.9145
2 O -0.0392 3.0375 -1.1695
3 C -0.8789 1.0257 -0.1176
4 C -0.4880 -0.2004 0.6415
5 O -1.6167 -1.1668 0.8075
6 H 1.2328 1.7376 -0.3136
7 H 0.6783 1.1155 -1.7592
8 H 0.2696 3.3278 -2.1199
9 H -1.6934 0.9575 -0.9004
10 H -1.0720 1.6741 0.8246
11 H -0.0469 0.1348 1.6617
12 H 0.2135 -0.7596 0.0023
13 H -2.5109 -1.0403 1.0405
14 H -3.3692 -5.2830 -0.6483
15 H -3.1654 -3.8309 -0.8562
16 O -3.8752 -4.5441 -0.9186
17 H 5.1486 0.0764 1.9220
18 H 5.7273 1.4087 1.6461
19 O 5.1706 0.6844 1.1716

Forces on atoms 1 to 6 (eV/Å):
C 0.10 1.86 2.30
O 0.73 0.14 -3.20
C 0.34 2.13 0.39
C -1.31 -1.45 0.42
O 3.55 -0.93 -0.79
H -0.28 -0.41 0.40

Summary:
- ΔE to the lowest compared entry with this formula, charge and spin (kcal/mol) = 57.46
- LUMO (eV) = 0.68
- E_HOMO (Eh) = -0.371
- orbital gap (eV) = 10.78
- electronic energy (a.u.) = -422.3699
- F_max (Eh/bohr) = 0.0730